{"formula": "C22H32F6N2O22", "method": "wB97M-V/def2-TZVPD", "de_lowest_kcal_mol": 0.0, "homo_lumo_gap_ev": 9.9, "e_lumo_ev": -0.23, "e_homo_ev": -10.1, "molar_mass_g_mol": 790.48, "symbols": ["H", "F", "C", "C", "H", "N", "C", "O", "O", "C", "F", "C", "H", "O", "O", "H", "O", "H", "O", "C", "H", "F", "H", "H", "O", "C", "F", "C", "C", "O", "O", "H", "O", "H", "H", "O", "C", "H", "O", "O", "O", "O", "H", "H", "H", "C", "H", "H", "H", "O", "C", "C", "F", "H", "O", "C", "C", "C", "H", "H", "O", "H", "O", "O", "C", "H", "O", "C", "H", "H", "H", "F", "H", "H", "H", "C", "C", "C", "H", "C", "O", "H", "N", "H"], "positions_angstrom": [[-3.679, -3.572, -0.466], [1.949, 1.597, 4.096], [1.184, 0.130, 0.028], [-3.710, -0.413, 2.994], [-0.550, -1.114, 0.446], [0.447, 0.979, -3.259], [-3.104, -0.117, 5.165], [-5.715, 2.594, -0.609], [2.000, 0.668, 0.827], [2.312, 0.290, 3.872], [-1.594, -1.461, 2.985], [-3.617, 2.059, -1.398], [0.181, -0.055, 4.309], [-1.164, -2.511, -2.177], [1.253, -4.278, -2.880], [3.748, -3.231, -3.340], [1.504, -0.272, -1.120], [-0.315, 4.958, -3.690], [-2.784, -1.395, 4.880], [1.794, -2.984, -2.581], [-0.280, 0.405, -3.694], [-5.137, 3.361, -2.648], [-2.759, 2.346, -0.783], [-4.281, 4.098, -0.970], [-4.214, 0.975, -0.698], [5.308, 0.686, 0.470], [5.282, 1.925, -1.608], [-1.659, -3.554, -1.319], [3.261, -3.373, -2.367], [-0.284, 2.906, -1.475], [0.106, 5.059, -1.090], [0.042, 1.688, -2.593], [3.188, -4.725, -1.977], [3.575, 1.199, -0.795], [-1.670, 3.677, -3.499], [-3.775, 0.417, 4.136], [4.640, 0.982, -0.863], [-4.673, -0.801, 2.655], [5.369, -2.351, -1.061], [-3.179, -1.892, -1.608], [2.811, -2.119, 6.217], [4.713, -0.264, -1.537], [0.936, 0.283, -2.653], [1.291, -2.607, -1.689], [6.225, 1.264, 0.598], [-2.856, -2.889, -0.646], [1.017, 1.462, -3.944], [1.034, 3.442, 1.786], [3.844, -2.816, -1.636], [1.811, -6.428, -2.509], [-0.294, -0.059, 0.357], [5.217, -1.224, -0.735], [-2.431, -2.321, 0.513], [0.762, -0.854, 2.764], [1.220, -1.604, 4.709], [-2.076, -1.575, -2.290], [-0.415, 4.159, -1.759], [2.367, -1.397, 5.369], [2.016, 3.942, 0.480], [1.747, 2.352, 0.804], [-2.831, 0.489, 6.145], [-1.804, 5.317, -2.944], [5.530, -0.704, 0.472], [-1.933, -0.533, -2.885], [1.006, -0.508, 3.759], [-0.932, -3.901, -0.588], [2.961, -0.216, 5.031], [-2.872, -1.591, 3.500], [-0.610, 0.440, 1.278], [-3.278, 1.714, -2.370], [3.002, 0.180, 3.040], [1.620, -2.132, -3.612], [-1.870, -4.344, -2.042], [-3.282, 0.131, 2.155], [-0.902, 0.368, -0.441], [-1.092, 4.497, -3.079], [2.041, -5.261, -2.477], [-4.674, 3.161, -1.364], [4.647, 1.039, 1.263], [-5.349, 1.377, -0.109], [-5.930, 0.733, 0.695], [0.574, 3.354, 0.060], [1.295, 3.303, 0.816], [-3.257, -2.560, 3.201]], "mulliken_charge": [0.39, -0.31, 0.01, 0.02, 0.34, 0.13, 0.59, -0.36, -0.77, 0.99, -0.18, 0.00, 0.07, -0.12, -0.42, 0.22, -0.34, 0.31, -0.37, 0.90, 0.50, -0.32, -0.14, 0.31, -0.17, -0.23, -0.36, -0.51, -0.27, -0.79, -0.72, -0.06, -0.35, -0.48, 0.25, -0.40, 1.31, 0.31, -0.57, -0.31, -0.54, -0.36, 0.09, 0.05, 0.31, 0.08, 0.43, 0.36, 0.06, -0.57, -0.26, 0.77, -0.13, -0.25, -0.37, 0.46, 0.88, 0.52, 0.43, 0.03, -0.51, 0.38, -0.35, -0.62, 0.14, 0.25, -0.38, 0.48, 0.38, 0.15, 0.00, -0.34, 0.45, -0.22, -0.24, -1.24, 0.61, 0.53, 0.08, 0.47, -0.50, 0.20, -0.08, 0.29]}